(1)
Computed, not measured: C38H35ClN2Si2V as an isolated structure at a distorted geometry, with ωB97M-V/def2-TZVPD.

Results
Energy, eV: -96917.09179
2S+1: 4
Gap between HOMO and LUMO (alpha / beta), eV: 5.88 / 5.80
LUMO (alpha / beta), eV: -1.07 / -1.17

Each line ends with the Mulliken charge.
Geometry (Å):
C (-1.41363, -0.36522, 0.56756)  -0.351
C (-2.00420, 0.04004, -0.66117)  -0.911
C (-1.79154, -0.99634, -1.61000)  -0.200
H (-2.55825, 0.95138, -0.85464)  0.519
C (-1.01762, -2.02595, -0.98675)  -0.499
C (-0.78142, -1.62682, 0.36658)  -0.582
H (-0.30435, -2.23563, 1.13777)  0.551
H (-1.47928, 0.18722, 1.50988)  0.458
H (-2.18295, -1.00681, -2.60821)  0.664
H (-0.71683, -2.95245, -1.45390)  0.582
V (0.01489, -0.25820, -0.98479)  0.936
Si (2.50204, 1.25196, -4.14248)  0.127
C (0.97501, 2.65584, -3.97831)  0.422
C (1.26782, 3.98279, -4.29152)  -0.840
H (2.30129, 4.32281, -4.38017)  0.241
C (0.23525, 4.90500, -4.55376)  -0.491
H (0.43263, 5.92214, -4.90018)  0.372
C (-1.11188, 4.52756, -4.40088)  -0.682
H (-1.93208, 5.22989, -4.62071)  0.336
C (-1.39554, 3.24468, -3.93143)  -0.630
H (-2.43910, 2.95728, -3.74956)  0.371
C (-0.36379, 2.31506, -3.72272)  0.940
H (-0.64307, 1.30478, -3.40079)  -0.487
C (0.19960, -1.08605, -4.54275)  1.756
C (-1.18052, -1.07605, -4.84183)  -1.499
H (-1.68073, -0.13825, -5.07901)  1.076
C (-1.81011, -2.33313, -4.93844)  -1.013
H (-2.79195, -2.41696, -5.39000)  0.452
C (-1.14104, -3.48019, -4.50442)  -0.452
H (-1.57207, -4.45190, -4.68266)  0.430
C (0.12208, -3.40091, -3.92373)  -0.663
H (0.63037, -4.30690, -3.58560)  0.395
C (0.78966, -2.17035, -3.82989)  -0.656
H (1.78532, -2.03862, -3.33557)  0.036
H (1.70076, 0.76175, -2.93176)  0.191
Si (1.15520, -0.29341, -5.84193)  -0.195
C (1.27253, -1.66011, -7.17594)  0.472
C (0.51430, -1.75091, -8.36412)  -0.339
H (0.00985, -0.85611, -8.74745)  0.311
C (0.37211, -2.97314, -9.06778)  -0.619
H (-0.22046, -3.02216, -9.97666)  0.398
C (0.98486, -4.14277, -8.59826)  -0.573
H (0.83226, -5.09889, -9.09050)  0.393
C (1.84545, -4.03288, -7.50190)  -0.483
H (2.39093, -4.90046, -7.16595)  0.416
C (2.01229, -2.80685, -6.82944)  -0.494
H (2.70112, -2.75184, -5.98943)  0.365
C (0.28899, 1.08898, -6.87173)  1.003
C (-1.05048, 1.35509, -7.21943)  0.108
H (-1.87381, 0.66529, -6.99122)  0.351
C (-1.38888, 2.55002, -7.89486)  -0.706
H (-2.42750, 2.77727, -8.13920)  0.383
C (-0.40626, 3.48367, -8.24601)  -0.521
H (-0.66573, 4.43682, -8.72807)  0.353
C (0.92982, 3.20467, -7.94338)  -0.626
H (1.71141, 3.92277, -8.16979)  0.404
C (1.26470, 1.99703, -7.31545)  -0.949
H (2.32653, 1.81449, -7.13639)  0.332
H (3.44564, 2.37042, -4.03950)  -0.381
Cl (4.05104, -0.18074, -3.28250)  -0.512
N (1.94517, -1.05067, -0.29943)  -0.233
C (2.28462, -0.34937, 0.92434)  0.212
C (3.06479, -0.91077, 1.91600)  -0.589
C (3.33547, -0.16090, 3.08074)  -0.677
C (2.81703, 1.11774, 3.24040)  -0.896
C (1.99356, 1.70647, 2.23887)  0.443
C (1.38489, 2.97226, 2.30822)  -0.597
C (0.55969, 3.40925, 1.28550)  -0.948
C (0.25917, 2.57701, 0.20756)  -0.340
N (0.81877, 1.33541, 0.10744)  0.432
C (1.73710, 0.93874, 1.06800)  0.439
H (2.63926, -0.89968, -1.04914)  0.117
H (1.92639, -2.06665, -0.16669)  0.386
H (3.47397, -1.92420, 1.80232)  0.398
H (3.94136, -0.59505, 3.88286)  0.366
H (3.01212, 1.70905, 4.13576)  0.400
H (1.62481, 3.59547, 3.16306)  0.425
H (0.07876, 4.38712, 1.32305)  0.386
H (-0.43789, 2.85230, -0.58443)  0.480

Cartesian forces, eV/Å:
-0.7937 -0.4276 0.6282
-1.5175 -0.2501 0.1681
-1.1171 -0.8259 0.3494
0.0792 -0.1202 0.1184
-1.4879 -0.8933 0.1766
-1.4269 -0.6502 0.5286
0.0418 0.4106 -0.3408
0.3400 -0.1852 -0.4802
0.1149 -0.0307 -0.1743
-0.0049 0.1212 0.0738
5.0456 2.3307 -1.1876
-2.8175 -0.1346 0.9094
0.5661 -0.6535 -0.8606
-0.9561 0.6708 -0.3849
-0.1325 -0.2178 -0.1840
-0.4566 -0.1699 0.2487
0.1916 -0.2688 0.1707
0.4156 0.0819 0.0785
0.5376 -0.3635 0.1149
-0.0362 -0.2640 0.1986
0.3666 0.0616 -0.0980
-0.1398 0.7295 -0.2440
0.2207 0.1209 -0.1059
-0.9965 -0.4483 1.5047
0.2860 -1.9340 -0.2425
0.1898 -0.3325 -0.4590
0.0774 0.6481 0.6323
-0.0983 0.0049 0.2204
0.2802 0.1826 -0.4947
-0.1594 -0.1210 0.0561
0.3346 0.3341 0.7343
-0.2867 0.1939 0.0963
-0.4476 -0.0041 -0.8699
-0.7003 -0.2993 -0.9809
-0.0314 -0.6867 0.4690
1.1175 3.2238 -0.8127
0.7079 -1.0092 0.0483
-0.1653 -0.1852 -0.0558
0.0993 -0.3771 0.1929
0.3054 0.3182 0.6395
-0.0177 0.1688 0.1511
0.2419 0.9306 0.3102
0.0389 0.1675 0.0168
-0.0679 0.6281 0.0010
0.1018 -0.1188 0.0889
-0.4427 -0.5545 -0.3892
-0.1222 -0.1431 -0.0080
0.1525 -0.0167 0.1169
-0.0204 0.6733 -0.3076
0.4998 0.2593 0.0293
0.3806 -0.2022 0.0481
0.2044 -0.2155 0.0989
0.1489 -0.1177 0.2872
0.0166 -0.5254 0.2439
-0.3475 -0.5421 -0.0409
-0.0723 -0.0894 -0.1035
-0.3425 0.8810 -0.2414
-0.2737 -0.0234 0.1558
0.6275 -0.0158 -0.4459
0.6600 -0.6202 0.0320
0.6122 -0.3724 -0.3870
0.6148 -1.0113 -0.1584
-0.2205 0.2221 -0.3772
-0.2877 0.7942 0.5349
0.1815 -0.2767 -0.1049
0.2126 -0.8773 -0.6771
-0.0849 0.3192 -0.3878
0.0338 0.4021 0.6946
1.1677 -2.3159 -0.0962
0.1455 2.3354 0.6131
-1.1343 0.6068 -0.0862
-0.0075 0.3413 0.2019
-0.0076 0.4848 0.1620
-0.2061 0.5313 -0.0089
-0.2181 0.1736 -0.3840
0.0593 -0.2811 -0.1530
-0.2344 0.0866 -0.0646
0.2511 -0.2323 0.0661
0.2112 -0.0346 0.1872



(2)
Computed, not measured: C38H35F5N3O4PRhS3Te as an isolated structure, with ωB97M-V/def2-TZVPD.

Results
Energy, eV: -118310.85275
2S+1: 5
Gap between HOMO and LUMO (alpha / beta), eV: 7.52 / 6.97
Net charge: +1
LUMO (alpha / beta), eV: -2.86 / -4.56

Each line ends with the Mulliken charge.
Geometry (Å):
Rh (-0.49493, -0.15542, -0.79839)  0.258
S (0.62950, 1.86761, 0.00838)  1.250
C (-0.23306, 3.41168, -0.05305)  -0.839
N (0.24642, 4.50685, 0.54016)  0.394
C (-0.73884, 5.54740, 0.82539)  -1.088
C (-1.66128, 5.70962, -0.36166)  -0.522
N (-2.25758, 4.42195, -0.71454)  0.074
C (-3.62114, 4.47540, -1.24124)  -1.275
C (-4.58749, 4.99821, -0.20504)  0.316
C (-4.57206, 4.49249, 1.09203)  0.429
C (-5.45053, 4.98954, 2.04212)  -0.838
C (-6.35878, 5.98476, 1.70260)  -0.529
C (-6.38119, 6.48469, 0.41089)  -0.648
C (-5.49126, 5.99748, -0.53778)  -0.521
C (-1.53736, 3.30200, -0.59685)  1.151
S (-2.17326, 1.78816, -1.15679)  -0.148
C (1.67276, 4.89282, 0.56781)  -0.891
C (1.94426, 5.92871, -0.49573)  0.469
C (2.15984, 7.25602, -0.14635)  -0.378
C (2.36131, 8.21781, -1.12831)  -0.741
C (2.34436, 7.85346, -2.46537)  -0.401
C (2.13475, 6.52595, -2.82034)  -0.846
C (1.93587, 5.56646, -1.84084)  -0.028
H (-0.21146, 6.47936, 1.01133)  0.506
H (-1.30057, 5.26590, 1.71934)  0.445
H (-1.11128, 6.10835, -1.21983)  0.276
H (-2.47030, 6.39422, -0.11110)  0.518
H (-3.89727, 3.47659, -1.57166)  0.424
H (-3.62515, 5.12769, -2.11802)  0.393
H (-3.86750, 3.71226, 1.36115)  0.481
H (-5.42586, 4.60414, 3.05334)  0.439
H (-7.04298, 6.37164, 2.44583)  0.403
H (-7.08364, 7.26219, 0.14170)  0.400
H (-5.50259, 6.39973, -1.54435)  0.392
H (2.27542, 4.00146, 0.42632)  0.415
H (1.88565, 5.29229, 1.55944)  0.476
H (2.18653, 7.53999, 0.90014)  0.442
H (2.53606, 9.24767, -0.84672)  0.402
H (2.50407, 8.60028, -3.23161)  0.409
H (2.13726, 6.23773, -3.86330)  0.420
H (1.78514, 4.52936, -2.11884)  0.432
O (2.50938, -2.26277, 1.76809)  -0.808
C (1.94988, -2.88990, 0.76269)  0.685
N (0.67189, -2.80868, 0.52456)  -0.161
S (0.38931, -3.33960, -1.01786)  1.196
O (-0.52438, -4.43060, -1.08689)  -0.653
O (0.01994, -2.13404, -1.78140)  -0.922
C (2.03453, -3.84294, -1.37333)  0.244
C (2.56495, -4.42403, -2.50252)  -0.813
C (3.92374, -4.72560, -2.46146)  -0.499
C (4.69530, -4.44515, -1.33748)  -0.571
C (4.13871, -3.85147, -0.20973)  -0.667
C (2.78889, -3.56610, -0.24591)  0.262
H (1.96401, -4.63424, -3.37607)  0.510
H (4.38773, -5.18400, -3.32410)  0.420
H (5.74838, -4.69050, -1.34465)  0.405
H (4.73108, -3.61673, 0.66376)  0.544
F (3.72579, 0.08446, 1.64173)  -0.357
Te (1.92632, -0.30547, 1.57927)  1.914
F (-0.26502, 1.63842, 1.54621)  -0.551
F (2.30513, -0.61494, -0.36112)  -0.619
F (2.01581, 0.08624, 3.44294)  -0.466
F (1.33357, 2.21582, -1.47012)  -0.541
O (1.93753, 1.84752, 0.76755)  -0.826
C (-2.56173, -2.78204, 0.81862)  -1.336
P (-2.52514, -1.03840, 0.29923)  1.007
C (-3.99785, -0.93608, -0.74656)  0.713
C (-3.87286, -0.81438, -2.12542)  -0.325
C (-5.00014, -0.83234, -2.93444)  -0.794
C (-6.25836, -0.97722, -2.37027)  -0.524
C (-6.38969, -1.12226, -0.99488)  -0.862
C (-5.26500, -1.11003, -0.18725)  -0.296
C (-2.81269, -0.14470, 1.84469)  1.223
C (-3.81631, 0.80158, 2.02069)  -0.681
C (-3.96064, 1.43449, 3.24760)  -0.744
C (-3.09135, 1.15160, 4.29076)  -0.710
C (-2.06858, 0.23084, 4.10982)  -0.793
C (-1.93527, -0.41595, 2.89433)  -0.607
H (-3.54834, -2.98544, 1.23596)  0.526
H (-1.79788, -2.98104, 1.56631)  0.459
H (-2.39276, -3.43086, -0.03941)  0.399
H (-2.89955, -0.71058, -2.59270)  0.359
H (-4.89292, -0.73660, -4.00661)  0.439
H (-7.13644, -0.98894, -3.00221)  0.420
H (-7.36784, -1.25320, -0.55163)  0.429
H (-5.37581, -1.24527, 0.88164)  0.422
H (-4.48149, 1.05450, 1.20552)  0.553
H (-4.76234, 2.14844, 3.38432)  0.501
H (-3.20836, 1.64763, 5.24526)  0.425
H (-1.37574, 0.01748, 4.91258)  0.477
H (-1.13643, -1.13933, 2.76646)  0.270

Cartesian forces, eV/Å:
-0.3592 0.1922 -0.2854
0.2400 -0.2965 0.2670
-0.1051 0.0366 0.0141
-0.0071 0.0894 -0.0213
0.0075 0.0016 -0.0319
0.0122 0.0004 0.0349
-0.0758 0.0420 0.0437
-0.0109 -0.0299 -0.0260
0.0351 0.0072 -0.0071
-0.0055 0.0156 -0.0024
0.0085 -0.0172 0.0078
0.0063 -0.0122 0.0204
0.0003 0.0054 -0.0209
-0.0373 0.0092 0.0010
0.2238 0.0017 -0.0821
0.1130 -0.1203 -0.0593
-0.0075 -0.0485 -0.0024
-0.0211 0.0329 0.0076
0.0130 0.0042 -0.0021
0.0037 -0.0043 0.0033
-0.0024 -0.0040 0.0004
0.0075 0.0115 -0.0066
-0.0093 -0.0189 -0.0005
-0.0031 0.0045 0.0216
-0.0064 -0.0201 -0.0053
-0.0011 -0.0206 -0.0129
0.0030 0.0076 -0.0038
-0.0118 0.0097 -0.0016
0.0187 -0.0079 -0.0100
0.0104 -0.0036 0.0039
-0.0087 -0.0083 0.0041
0.0012 -0.0044 0.0023
0.0029 -0.0009 -0.0039
0.0048 0.0009 0.0022
0.0132 0.0043 -0.0077
-0.0075 -0.0242 0.0141
-0.0027 -0.0006 -0.0017
0.0002 -0.0007 -0.0012
-0.0002 -0.0022 -0.0027
0.0005 -0.0010 0.0000
-0.0007 0.0073 0.0053
-0.2775 -0.2062 -0.1619
0.3053 0.0866 0.1792
0.0138 -0.0291 -0.2065
-0.1191 0.2148 -0.0043
-0.0384 0.0112 0.0036
0.0859 -0.1717 0.1273
0.0514 -0.0078 -0.0027
0.0198 0.0092 0.0303
-0.0012 -0.0044 -0.0145
-0.0069 0.0000 -0.0014
0.0011 -0.0092 -0.0195
-0.0488 -0.0518 -0.0468
-0.0026 0.0005 0.0004
0.0101 -0.0009 0.0047
0.0013 -0.0006 -0.0041
0.0025 -0.0004 -0.0025
0.0277 -0.0152 -0.0493
0.2732 0.2788 0.2017
0.0050 0.0762 -0.0522
-0.0306 0.0618 -0.0522
0.0546 -0.1327 0.1676
0.0255 -0.0458 -0.0272
-0.3623 0.1610 -0.0956
0.0262 -0.0077 0.0058
-0.0052 -0.0824 0.1310
-0.0400 -0.0308 0.0844
-0.0135 0.0348 -0.1178
-0.0322 -0.0010 -0.0099
0.0293 -0.0024 0.0070
0.0051 0.0043 -0.0161
-0.0043 -0.0135 -0.0012
-0.0338 -0.0187 0.0145
0.0606 0.0491 -0.0313
0.0151 0.0311 -0.0240
-0.0040 0.0071 -0.0004
-0.0053 0.0118 0.0029
-0.0232 -0.0637 0.0320
0.0085 -0.0012 0.0241
0.0143 -0.0126 -0.0130
-0.0256 0.0250 0.0098
0.0376 -0.0019 0.0713
0.0043 -0.0016 0.0006
-0.0002 -0.0012 0.0025
-0.0004 0.0011 -0.0027
0.0038 0.0315 0.0156
-0.0351 -0.0366 -0.0197
-0.0069 0.0209 0.0148
-0.0043 0.0051 -0.0031
0.0016 -0.0040 -0.0019
-0.0045 -0.0048 -0.0047



Table of ΔE to the lowest compared entry with this formula, charge and spin (kcal per mole), in record order: 78.0; 0.0